Density functional theory data (ωB97M-V/def2-TZVPD) for a cluster of 10 separate species, C42H111N7O14 in total at a distorted geometry.

CARTESIAN COORDINATES (ANGSTROEM)
C: 2.8150 -5.5208 0.5577
O: 2.9312 -5.1417 -0.8056
C: 1.7701 -4.5635 -1.3575
C: 2.0620 -4.1361 -2.7885
C: 2.3244 -5.3408 -3.6727
N: 3.2258 -3.2536 -2.8731
H: 2.4958 -6.5628 0.6496
H: 2.1114 -4.8658 1.0928
H: 3.7754 -5.3366 1.0312
H: 0.9104 -5.2579 -1.2888
H: 1.4209 -3.6690 -0.8091
H: 1.1899 -3.6014 -3.1351
H: 1.5204 -6.0859 -3.5724
H: 3.2515 -5.8537 -3.4250
H: 2.2975 -5.0712 -4.7290
H: 3.0128 -2.2960 -2.5903
H: 3.8828 -3.5484 -2.1459
C: 0.3416 -3.6173 -6.8457
O: 0.0329 -3.5036 -5.4834
C: -1.3354 -3.6583 -5.2559
C: -1.5727 -3.6965 -3.7570
C: -2.9955 -4.0495 -3.3852
N: -1.0867 -2.5001 -3.0593
H: 1.3902 -3.3359 -6.9562
H: -0.2678 -2.9221 -7.4286
H: 0.2723 -4.6639 -7.1568
H: -1.8619 -2.7941 -5.7081
H: -1.7117 -4.5821 -5.7203
H: -0.9370 -4.5244 -3.4008
H: -3.6886 -3.3055 -3.7842
H: -3.0695 -4.1146 -2.3030
H: -3.2363 -5.0214 -3.8148
H: -0.1311 -2.2990 -3.3304
H: -1.6439 -1.7060 -3.3680
C: 1.3031 0.3329 5.0292
O: 1.0945 1.2290 6.0944
C: 2.0657 2.2539 6.0664
C: 3.5008 1.7867 6.1898
C: 3.8030 0.9517 7.4313
N: 4.2934 3.0465 6.2318
H: 2.2697 -0.1557 5.1263
H: 1.0879 0.7852 4.0538
H: 0.5425 -0.4422 5.1316
H: 1.9966 2.7077 5.0620
H: 1.7954 2.9734 6.8361
H: 3.8972 1.2613 5.3214
H: 4.7846 0.4960 7.2973
H: 3.1279 0.0780 7.4466
H: 3.6612 1.4860 8.3630
H: 5.2590 2.8660 6.4703
H: 3.9079 3.6711 6.9324
C: 0.0219 2.0212 -7.4413
O: 1.1852 1.6627 -6.7769
C: 1.1205 0.3791 -6.1992
C: -0.0451 0.1806 -5.2668
N: -0.0886 1.0586 -4.1365
C: 0.8920 0.8534 -3.0476
C: 0.8586 2.0207 -2.1258
O: 1.2224 3.1624 -2.8534
C: 1.4530 4.2352 -1.9885
H: 0.2333 2.9063 -8.0418
H: -0.7628 2.2888 -6.7241
H: -0.3287 1.2531 -8.1450
H: 2.0679 0.2203 -5.6887
H: 1.0219 -0.3419 -7.0293
H: -0.0515 -0.8826 -5.0053
H: -0.9728 0.3249 -5.8322
H: 0.1356 1.9968 -4.4737
H: 1.8870 0.7800 -3.5103
H: 0.6388 -0.0237 -2.4386
H: 1.6383 1.8300 -1.3679
H: -0.1180 2.1683 -1.6504
H: 2.2954 3.9847 -1.3328
H: 0.5548 4.4908 -1.4144
H: 1.7153 5.1146 -2.5742
C: -1.8267 1.1400 4.6322
O: -2.0634 -0.1892 4.1473
C: -2.8504 -0.9743 5.0586
C: -2.6000 -2.4321 4.8261
N: -1.2705 -2.6947 5.3450
C: -0.6650 -3.9538 4.9527
C: 0.6689 -4.0363 5.6316
O: 1.5328 -3.0974 5.0063
C: 2.7733 -2.9834 5.6564
H: -1.5243 1.0983 5.6774
H: -2.6799 1.7970 4.4303
H: -1.0017 1.4887 4.0169
H: -3.8996 -0.7130 4.8517
H: -2.6096 -0.7598 6.1053
H: -2.7461 -2.7363 3.7804
H: -3.3044 -2.9746 5.4652
H: -0.6466 -1.9997 4.9343
H: -0.5252 -4.0779 3.8652
H: -1.2572 -4.8153 5.2856
H: 1.0360 -5.0684 5.5467
H: 0.5325 -3.7406 6.6779
H: 3.2930 -3.9407 5.6724
H: 2.6414 -2.5893 6.6730
H: 3.3381 -2.2394 5.0970
C: 7.1389 3.6345 3.7059
O: 6.3342 4.4677 2.9628
C: 4.9917 4.4017 3.3927
C: 4.0655 4.9154 2.3095
N: 4.3964 4.4705 0.9314
C: 4.4148 3.0207 0.6975
C: 3.2500 2.2596 1.2985
O: 3.2653 0.9662 0.6891
C: 2.4827 0.0603 1.3931
H: 6.9518 2.5715 3.4971
H: 6.9962 3.8008 4.7832
H: 8.1852 3.8433 3.4863
H: 4.8604 4.9764 4.3199
H: 4.6761 3.3917 3.6804
H: 4.0849 6.0059 2.2466
H: 3.0466 4.5774 2.5153
H: 5.3610 4.7253 0.7282
H: 5.3183 2.4891 1.0308
H: 4.3607 2.9104 -0.3889
H: 2.2588 2.6947 1.1069
H: 3.4239 2.1892 2.3839
H: 3.0930 -0.4242 2.1709
H: 2.1523 -0.7430 0.7305
H: 1.6023 0.5227 1.8502
C: -5.2354 -0.6645 -5.3872
O: -4.9644 -0.2219 -4.0899
C: -3.6013 -0.0261 -3.8866
C: -3.3174 0.7275 -2.6195
N: -3.8753 2.0873 -2.6840
C: -3.3844 2.9013 -3.7453
C: -3.9626 4.2823 -3.6350
O: -5.3675 4.2033 -3.4041
C: -5.9339 5.4585 -3.1948
H: -4.9829 -1.7290 -5.4978
H: -4.6716 -0.0851 -6.1278
H: -6.2940 -0.5422 -5.6063
H: -3.0464 0.4267 -4.7229
H: -3.0858 -1.0027 -3.8283
H: -2.2944 0.7099 -2.2437
H: -3.8996 0.2240 -1.8361
H: -4.8653 2.0587 -2.5027
H: -3.5191 2.4907 -4.7572
H: -2.3031 2.9535 -3.5780
H: -3.7873 4.8761 -4.5462
H: -3.4439 4.8285 -2.8288
H: -7.0044 5.4094 -3.4016
H: -5.5038 6.3186 -3.7194
H: -5.8780 5.7308 -2.1209
C: -5.0732 -2.6238 1.4105
C: -5.0288 -1.1264 1.7355
O: -4.9099 -0.3170 0.5808
H: -5.8006 -2.7946 0.6127
H: -5.3555 -3.2031 2.2984
H: -4.1082 -3.0355 1.1098
H: -4.1255 -0.9287 2.3369
H: -5.9172 -0.8502 2.2972
H: -4.0299 -0.4632 0.2006
C: -0.1157 -1.6865 0.8740
C: -1.4343 -0.9452 0.7200
O: -2.3555 -1.5428 -0.1914
H: -0.2958 -2.7493 1.0265
H: 0.3573 -1.2975 1.7825
H: 0.5295 -1.5189 0.0105
H: -1.2859 0.1087 0.4589
H: -1.9415 -0.9952 1.6846
H: -1.9987 -1.7350 -1.0944
C: -1.2731 2.9959 1.5197
C: -2.5463 3.3522 0.7537
O: -2.3082 3.3065 -0.6903
H: -0.6661 3.8310 1.8814
H: -0.6109 2.2774 1.0428
H: -1.6429 2.5548 2.4497
H: -2.8521 4.3862 0.9826
H: -3.3488 2.6599 1.0343
H: -3.1574 3.0770 -1.1199

## Properties
- E_LUMO: 0.5081 eV
- M: 938.38 g mol⁻¹
- HOMO level: -8.45 eV
- Structure (SMILES): COC[C@H](C)N.COC[C@H](C)N.COC[C@H](C)N.COCCNCCOC.COCCNCCOC.COCCNCCOC.COCCNCCOC.CCO.CCO.CCO
- Orbital gap: 8.96 eV
- Relative energy (zero: lowest compared OMol25 entry of this formula, charge and spin): 0.000 eV